10
Properties=species:S:1:pos:R:3:forces:R:3:lowdin_charge:R:1 method="wB97M-V/def2-TZVPD" charge=+1 orbital_gap_ha=0.2643 multiplicity=1 lumo_energy_ev=-6.3
C -0.36163 0.10482 -0.73034 -3.513 3.373 0.171 -0.87
C 1.99110 -2.42208 -0.90864 -0.608 -0.195 0.059 -1.15
N 0.22371 -0.65251 -1.46569 2.500 -3.535 -3.714 0.02
N -0.16553 0.40839 0.54598 0.230 -0.459 -0.355 0.08
S 3.10181 -1.54432 -0.42782 0.218 -0.244 -0.111 1.07
Cl 0.96109 -3.58065 -1.31586 0.569 0.428 0.132 0.94
Br -1.93787 1.26897 -1.27245 0.689 -0.646 -0.264 0.63
H 0.13867 -0.88670 -2.51140 -0.655 1.285 2.559 0.13
H 0.55399 -0.09198 1.00014 0.551 -0.113 0.977 0.09
H -0.73523 1.11914 0.95002 0.019 0.106 0.545 0.07


9
Properties=species:S:1:pos:R:3:forces:R:3:lowdin_charge:R:1 method="wB97M-V/def2-TZVPD" orbital_gap_ha="0.2751 / 0.2751" multiplicity=1 lumo_energy_ev="-0.3 / -0.3"
C -1.15755 0.25270 -0.95051 3.084 0.098 4.487 -0.85
C 0.23560 0.28463 0.92194 -3.017 -1.787 -2.116 -0.15
N 1.42289 -0.18949 0.42474 -0.085 1.464 0.377 -0.52
O -0.60509 0.37748 -1.95632 0.713 0.288 -2.532 0.00
Cl -2.72228 -0.23465 -0.62939 -2.398 -0.562 -0.009 0.67
Br 1.71342 -1.98984 -0.04518 -0.602 0.843 0.104 0.67
H -0.42522 -0.27587 1.54169 0.163 -0.891 0.503 0.06
H -0.00104 1.30894 1.03285 0.971 1.186 -0.092 0.06
H 1.53928 0.46610 -0.33982 1.170 -0.641 -0.722 0.06


9
Properties=species:S:1:pos:R:3:forces:R:3:lowdin_charge:R:1 method="wB97M-V/def2-TZVPD" orbital_gap_ha="0.2790 / 0.2789" multiplicity=1 lumo_energy_ev="-1.2 / -1.2"
C -0.97599 0.23893 -1.38382 1.506 -0.826 -0.043 -0.49
C 1.32607 -0.25492 0.81193 -2.815 1.735 -0.335 -0.41
N -0.74995 -0.04907 -0.05946 3.104 -0.512 -0.373 -0.57
O -0.08239 0.15060 -2.21865 -0.670 0.299 0.616 -0.03
Cl 1.09546 -0.32146 2.45244 -0.228 -0.043 0.408 0.66
Br -1.87329 0.29050 1.25930 -1.338 0.403 0.960 0.68
H -2.01795 0.40353 -1.69017 -0.140 0.239 0.363 0.11
H 1.59942 -1.14229 0.36887 0.386 -1.700 -1.142 0.02
H 1.67863 0.68418 0.45956 0.194 0.406 -0.453 0.04


8
Properties=species:S:1:pos:R:3:forces:R:3:lowdin_charge:R:1 method="wB97M-V/def2-TZVPD" smiles=CC(F)(F)Br orbital_gap_ha=0.4172 multiplicity=1 lumo_energy_ev=0.8
C -0.17315 -0.13757 0.00718 0.129 -0.148 -0.744 -0.05
C -1.43218 -0.81046 -0.34462 -2.420 -0.469 1.429 -0.93
F -1.22352 -2.02070 -0.82471 0.571 -1.012 -0.348 0.05
F -2.30918 -0.24936 -1.17486 0.454 0.930 -0.461 0.04
Br -2.53430 -1.10698 1.34977 0.335 0.146 -0.345 0.64
H -0.11257 0.90964 -0.15798 -0.779 1.158 0.950 0.09
H 0.12527 -0.56303 0.94598 0.503 0.446 0.388 0.07
H 0.49281 -0.40592 -0.76392 1.209 -1.051 -0.870 0.08


10
Properties=species:S:1:pos:R:3:forces:R:3:lowdin_charge:R:1 method="wB97M-V/def2-TZVPD" smiles="O=[N+]([O-])C[C@@H](F)Br" orbital_gap_ha=0.3948 multiplicity=1 lumo_energy_ev=-0.2
O -0.54131 1.95879 0.50472 -0.407 0.560 0.822 0.07
N -0.02592 1.50243 -0.48574 0.352 1.747 0.216 -0.42
O 0.35865 2.20909 -1.39244 0.287 -0.900 -0.630 0.09
C 0.11985 0.05578 -0.49987 1.344 -2.726 1.595 -0.10
C -0.91773 -0.52384 0.57607 1.772 2.827 0.322 -0.85
F -2.14402 -0.34388 0.11899 -1.762 -0.265 -0.553 -0.01
Br -0.48419 -2.30801 0.89158 0.055 -1.523 0.229 0.80
H 1.09730 -0.33401 0.01882 -1.267 1.572 -1.288 0.14
H 0.15440 -0.29524 -1.56624 -0.606 0.086 1.226 0.15
H -0.84309 0.08821 1.56926 0.233 -1.378 -1.939 0.14


10
Properties=species:S:1:pos:R:3:forces:R:3:lowdin_charge:R:1 method="wB97M-V/def2-TZVPD" smiles="N=C=NBr.N=C=N" orbital_gap_ha=0.3599 multiplicity=1 lumo_energy_ev=0.1
N -1.41222 -0.35637 -1.50124 -3.149 3.762 -0.114 0.18
C -0.48674 -0.93024 -1.04561 0.787 -0.874 0.268 -0.49
N 0.58383 -1.43043 -0.82437 1.603 0.152 -0.214 -0.50
Br 1.05657 -3.07615 -0.35854 0.048 -1.311 0.586 0.72
H -1.77847 0.55036 -1.05132 0.543 -2.189 -0.690 0.12
N -0.67932 1.40850 1.31308 0.690 -0.800 -2.233 0.15
C 0.45373 1.08913 0.98224 -0.245 0.719 -0.958 -0.38
N 1.47348 0.96488 0.33628 0.028 0.535 0.633 0.16
H -0.93054 1.71092 2.18357 -0.656 0.564 2.725 0.02
H 1.71967 0.06940 -0.03410 0.352 -0.558 -0.003 0.02


7
Properties=species:S:1:pos:R:3:forces:R:3:lowdin_charge:R:1 method="wB97M-V/def2-TZVPD" smiles="CC(=O)Br" orbital_gap_ha=0.3454 multiplicity=1 lumo_energy_ev=-0.6
C -0.66610 0.29108 -0.00170 -0.515 0.375 -0.011 -0.13
C 0.64232 -0.34531 0.00007 2.012 -10.494 -1.555 -0.75
O 0.85166 -1.84518 -0.22496 -1.742 9.883 1.471 -0.23
Br 2.20324 0.58245 0.25483 0.137 0.326 0.068 0.83
H -0.56808 1.35769 0.18833 -0.140 -0.005 -0.001 0.07
H -1.31021 -0.16943 0.75031 0.126 -0.047 0.015 0.10
H -1.15284 0.12869 -0.96688 0.122 -0.038 0.012 0.10


7
Properties=species:S:1:pos:R:3:forces:R:3:lowdin_charge:R:1 method="wB97M-V/def2-TZVPD" smiles="CC(=O)Br" orbital_gap_ha=0.4119 multiplicity=1 lumo_energy_ev=0.7
C -0.18185 -0.21085 -0.11094 2.480 -2.087 -1.360 -0.10
C -1.02874 -1.18847 -0.89355 -0.452 0.731 1.084 -0.81
O -1.73706 -1.01182 -1.80975 0.215 -0.145 -0.417 0.07
Br -1.03732 -2.92008 0.10012 -0.049 -0.098 -0.275 0.61
H 0.75202 -0.82442 0.10288 -0.661 0.964 -0.524 0.09
H -0.54394 -0.16944 0.87219 -1.018 0.740 1.219 0.05
H 0.09304 0.70439 -0.64144 -0.515 -0.105 0.274 0.09


8
Properties=species:S:1:pos:R:3:forces:R:3:lowdin_charge:R:1 method="wB97M-V/def2-TZVPD" orbital_gap_ha="0.2885 / 0.2883" multiplicity=1 lumo_energy_ev="-2.4 / -2.4"
C 0.40404 -0.44751 0.36471 -0.868 0.362 1.027 -0.52
C -0.04437 0.74117 -0.38195 -2.428 -0.637 0.499 0.06
O 0.63574 -1.60659 -0.31482 -1.702 -1.581 -1.142 0.05
O 1.70563 -0.85235 0.18852 2.304 1.233 0.494 0.05
Br -2.67672 0.29976 0.09045 2.657 0.473 -0.585 0.09
H 0.00058 -0.55019 1.37420 0.123 0.020 -0.197 0.14
H 0.01997 0.73121 -1.45722 -0.058 -0.024 -0.143 0.08
H -0.04487 1.68451 0.13611 -0.028 0.156 0.047 0.06


8
Properties=species:S:1:pos:R:3:forces:R:3:lowdin_charge:R:1 method="wB97M-V/def2-TZVPD" smiles=BrCC1OO1 orbital_gap_ha=0.4092 multiplicity=1 lumo_energy_ev=0.6
Br -1.98674 -0.93854 -0.56884 0.036 0.034 -0.274 0.65
C -0.58127 -0.22120 0.54600 1.052 1.306 -2.198 -0.52
C 0.58596 0.40776 -0.34801 -3.883 0.454 0.128 -0.43
O 1.87163 0.20517 -0.06050 1.925 0.977 2.126 0.03
O 1.32199 -0.48273 -1.16936 -1.676 0.176 -1.161 0.02
H -1.05642 0.56174 1.09179 -0.109 0.562 0.481 0.04
H -0.29302 -0.99624 1.16913 0.877 -1.395 1.109 0.03
H 0.13787 1.46403 -0.66021 1.779 -2.113 -0.211 0.18


These records have energy above the lowest of the compared OMol25 structures with the same formula, charge and spin values of 1.763 3.656 3.681 0.333 0.373 1.309 2.448 0.000 5.720 4.421 eV, in the order they appear.